No. 1
Computed, not measured: a 7-piece molecular cluster, C42H35IN3O12S overall in a non-equilibrium geometry, with ωB97M-V/def2-TZVPD.

## Properties
Spin multiplicity: 1
Net charge: +1
Gap between HOMO and LUMO in eV: 7.630
Total energy in eV: -92084.545
HOMO energy in Eh: -0.423
Molar mass in u: 932.7
Maximum force in eV/Å: 1.3

Structure (XYZ):
```
94
Properties=species:S:1:pos:R:3:lowdin_charge:R:1
I -0.410 -0.550 0.596 0.902
S 1.542 0.520 -3.792 0.915
O -5.501 8.460 -0.202 0.088
O -7.455 6.253 4.196 0.119
O -0.610 9.748 -0.269 0.138
O 2.953 -8.372 6.122 0.106
O 7.536 -5.831 5.363 0.107
O -1.246 4.529 0.371 0.060
O -4.370 -1.788 -7.530 0.131
O -2.948 -4.714 2.819 0.122
O 3.689 -6.674 -2.329 0.136
O 2.197 -5.856 2.371 0.072
O 4.665 -1.949 -0.145 0.065
O -1.743 2.100 -5.081 0.070
N 1.278 2.385 -0.412 0.154
N 4.005 0.513 -1.650 0.158
N 2.811 1.212 -1.394 -0.095
C -0.612 2.225 -2.144 -0.128
C 2.533 1.924 -0.311 -0.031
C -0.758 8.559 -0.122 -0.372
C -2.034 7.883 -0.474 0.039
C -2.367 1.213 -5.637 -0.374
C -3.773 -0.900 -6.969 -0.377
C 4.446 -3.041 -0.642 -0.366
C 5.052 -7.764 7.004 0.022
C 5.443 -6.451 4.486 0.021
C -2.337 -1.048 -6.603 0.034
C 1.014 -5.597 2.473 -0.366
C -4.445 0.382 -6.617 0.035
C -3.793 1.363 -5.998 0.022
C 6.490 -6.416 5.538 -0.387
C -6.724 6.689 0.753 0.015
C 4.387 -3.210 -2.115 0.013
C 0.177 6.400 0.583 0.010
C 0.743 1.990 -1.607 -0.276
C 3.981 -5.426 -0.352 0.036
C -1.264 -6.355 2.960 0.033
C -5.755 8.587 2.135 0.020
C 4.006 -7.796 5.950 -0.383
C -5.954 7.957 0.806 -0.389
C 6.203 -7.124 6.812 0.022
C 4.293 -7.091 4.675 0.020
C 4.143 -4.393 -2.667 0.037
C 0.030 -6.640 2.848 0.030
C -0.782 -3.937 2.341 -0.003
C 0.511 -4.224 2.227 0.012
C -7.013 6.762 3.191 -0.384
C -1.097 5.732 0.227 -0.379
C 3.918 -5.600 -1.825 -0.372
C -7.215 6.135 1.858 0.024
C -1.162 -0.218 -1.378 -0.612
C 0.338 7.710 0.423 0.036
C -1.694 -0.064 -5.982 0.012
C 1.718 1.261 -2.238 -0.536
C -1.773 -4.981 2.717 -0.377
C -1.647 1.205 -1.627 -0.257
C -2.189 6.572 -0.310 0.022
C -6.246 8.033 3.240 0.026
C 4.229 -4.238 0.196 0.021
H 6.980 -7.085 7.565 0.123
H 3.517 -7.126 3.922 0.094
H -5.487 0.464 -6.896 0.128
H -2.824 8.514 -0.865 0.121
H 3.163 2.078 0.540 0.163
H 0.960 5.767 0.984 0.112
H -3.110 6.062 -0.560 0.123
H 5.674 -5.929 3.566 0.115
H 4.243 -0.006 -0.807 0.080
H -0.649 -0.125 -5.701 0.083
H -2.003 -0.892 -1.453 0.043
H -7.781 5.212 1.846 0.124
H -5.194 9.512 2.146 0.123
H 1.251 -3.481 1.956 0.103
H 0.427 -7.632 3.027 0.127
H 4.822 -8.285 7.924 0.123
H -2.408 1.116 -2.399 0.107
H -6.114 8.474 4.220 0.125
H -2.153 1.586 -0.749 0.098
H -4.263 2.303 -5.738 0.124
H 3.809 -6.312 0.244 0.121
H 2.795 0.565 -4.264 -0.101
H 4.569 -2.325 -2.713 0.107
H -0.428 -0.546 -2.101 0.016
H 4.271 -4.093 1.268 0.120
H 4.100 -4.542 -3.739 0.128
H 1.258 8.221 0.678 0.128
H 0.820 2.958 0.282 0.158
H -1.175 -2.943 2.173 0.037
H -2.002 -7.098 3.233 0.128
H 3.760 -0.204 -2.324 0.051
H -6.861 6.252 -0.228 0.120
H -0.590 2.261 -3.221 0.075
H -1.866 -1.986 -6.867 0.126
H -0.924 3.210 -1.808 0.112
```

No. 2
Computed, not measured: C42H35N6O3RuS2 as an isolated structure, with ωB97M-V/def2-TZVPD.

## Properties
Spin multiplicity: 2
Net charge: +2
Gap between HOMO and LUMO (alpha / beta) in eV: 6.614 / 5.624
Total energy in eV: -83445.280
HOMO energy (alpha / beta) in Eh: -0.457 / -0.463
Energy above the lowest of the compared OMol25 structures with the same formula, charge and spin in eV: 0.000
Molar mass in u: 837.0
Maximum force in eV/Å: 0.7

Structure (XYZ):
```
89
Properties=species:S:1:pos:R:3:lowdin_charge:R:1
Ru 0.436 -1.077 -0.887 1.209
S -1.096 -0.066 5.928 1.065
S 4.987 -0.105 -4.371 1.058
O -3.096 4.380 4.948 -0.038
O 0.505 -1.177 -2.993 -0.079
O -1.408 -1.963 -0.761 -0.117
N -0.546 -3.127 -3.511 0.082
N 2.402 -0.382 -0.814 -0.014
N -5.534 2.775 0.294 0.139
N 0.647 -0.818 1.143 -0.009
N -5.396 1.721 -0.317 0.134
N -0.730 0.525 -0.921 -0.021
C 5.031 0.345 -0.323 0.080
C -2.446 3.487 5.848 -0.051
C -3.648 3.890 3.839 -0.255
C 2.249 -0.188 2.835 -0.116
C -4.860 3.075 1.483 -0.265
C 7.333 0.842 -4.086 -0.153
C -4.376 0.837 -0.427 -0.210
C -0.274 -0.949 2.077 -0.023
C -4.699 -0.537 -0.468 0.024
C 6.760 0.821 -2.791 -0.100
C -3.739 -1.510 -0.554 0.037
C 5.483 0.331 -2.777 -0.485
C 0.345 -4.026 -2.745 -0.150
C -1.131 -0.851 4.397 -0.495
C 1.893 -0.413 1.506 -0.137
C -3.146 -1.476 5.371 -0.161
C -2.289 -1.566 4.245 -0.116
C -2.584 2.595 -0.807 0.037
C -2.380 -1.143 -0.681 -0.331
C -3.627 2.532 3.478 0.019
C 3.605 0.201 3.122 0.010
C -2.624 -0.696 6.357 -0.387
C -4.231 2.133 2.305 0.007
C 2.840 -0.206 0.460 -0.146
C 1.254 -0.352 3.811 0.056
C 4.599 0.160 -1.624 -0.172
C -4.302 4.829 3.027 0.032
C -3.016 1.266 -0.650 -0.073
C -2.054 0.260 -0.745 -0.126
C 0.011 -1.938 -3.843 -0.449
C 4.148 0.173 0.753 -0.116
C -0.027 -0.713 3.443 -0.179
C 4.510 0.366 2.133 0.012
C -1.250 2.844 -1.009 0.003
C 1.726 -3.917 -4.929 -0.170
C 0.293 -1.729 -5.290 -0.072
C 1.740 -4.049 -3.392 -0.163
C -4.923 4.420 1.877 0.010
C 6.484 0.369 -5.037 -0.382
C 1.635 -2.486 -5.496 -0.156
C -0.340 1.782 -1.049 -0.057
C 3.249 -0.201 -1.812 -0.059
H 2.360 -3.247 -2.977 0.103
H 0.372 -3.718 -1.699 0.091
H 3.888 0.358 4.155 0.129
H -0.928 -3.598 -4.319 0.137
H -5.464 5.118 1.252 0.129
H -4.096 -1.983 5.454 0.113
H -2.511 -2.173 3.378 0.114
H -3.995 -2.560 -0.538 0.133
H 2.659 -4.336 -5.305 0.119
H 0.402 -0.675 -5.535 0.127
H -5.745 -0.802 -0.385 0.134
H -4.324 5.861 3.348 0.135
H -4.248 1.080 2.054 0.117
H 7.284 1.167 -1.911 0.116
H 2.433 -1.886 -5.050 0.087
H -2.090 4.102 6.668 0.105
H -3.171 1.792 4.122 0.096
H 0.720 1.947 -1.192 0.124
H -3.049 -0.472 7.322 0.080
H 6.058 0.622 -0.121 0.132
H 5.527 0.655 2.365 0.129
H -3.147 2.740 6.226 0.097
H -0.490 -2.170 -5.908 0.130
H 8.330 1.196 -4.300 0.116
H -1.603 2.994 5.362 0.078
H 6.657 0.272 -6.096 0.079
H 1.831 -2.520 -6.568 0.122
H -0.886 3.853 -1.139 0.125
H 1.503 -0.195 4.854 0.122
H -0.118 -5.010 -2.769 0.131
H -1.258 -1.251 1.745 0.113
H -3.293 3.412 -0.788 0.125
H 0.936 -4.545 -5.355 0.122
H 2.230 -4.983 -3.114 0.119
H 2.836 -0.340 -2.804 0.087
```

No. 3
Computed, not measured: C42H36BCl5N6OP2Ti as an isolated structure in a non-equilibrium geometry, with ωB97M-V/def2-TZVPD.

## Properties
Spin multiplicity: 3
Net charge: 0
Gap between HOMO and LUMO (alpha / beta) in eV: 6.549 / 8.204
Total energy in eV: -160111.835
HOMO energy (alpha / beta) in Eh: -0.223 / -0.283
Energy above the lowest of the compared OMol25 structures with the same formula, charge and spin in eV: 1.944
Molar mass in u: 938.7
Maximum force in eV/Å: 1.8

Structure (XYZ):
```
94
Properties=species:S:1:pos:R:3:lowdin_charge:R:1
Ti -0.814 -0.745 0.683 0.533
Cl -3.360 -3.788 -5.347 0.661
Cl -0.735 -2.170 -4.709 0.692
Cl -5.277 -2.439 -0.446 0.726
Cl -0.506 -0.676 -1.908 0.826
Cl -5.619 -3.922 -3.188 0.678
P 1.864 -0.419 0.258 1.039
P 0.431 2.651 -0.822 1.082
O -2.682 -1.004 -0.233 -0.222
N -2.978 -1.127 2.438 -0.039
N -0.892 -2.782 0.619 -0.078
N -1.762 -3.254 1.548 -0.002
N -0.824 -1.867 3.396 -0.020
N -2.340 0.039 2.157 -0.027
N 0.011 -1.096 2.657 -0.050
C -1.396 -4.918 0.137 -0.039
C -3.301 0.959 2.046 -0.141
C -2.027 -2.243 -3.569 -0.696
C -4.188 -3.016 -2.870 -0.693
C -4.301 -0.942 2.485 -0.101
C 2.673 -0.450 -1.411 -0.398
C 1.699 7.015 0.137 -0.086
C -3.643 3.196 -2.953 -0.085
C 0.126 2.161 0.951 -0.362
C 2.225 4.786 -0.595 -0.108
C -2.886 -1.617 -1.348 -0.480
C -3.557 2.321 -1.881 -0.064
C 2.632 6.081 -0.289 -0.085
C -1.313 3.742 -2.684 -0.106
C 1.460 2.066 1.704 -0.277
C 2.680 -1.691 -2.056 -0.128
C 3.217 0.637 -2.082 -0.109
C 0.362 6.649 0.256 -0.077
C -2.350 2.168 -1.205 -0.112
C 4.654 -3.726 1.970 -0.084
C -0.671 -3.781 -0.236 -0.129
C 0.891 4.404 -0.473 -0.382
C 2.533 1.132 1.078 -0.316
C -4.047 -2.357 -1.653 -0.592
C 2.967 -1.730 0.976 -0.365
C 5.192 -2.597 1.359 -0.077
C -0.325 -2.073 4.625 -0.060
C 3.188 -1.834 -3.336 -0.077
C -2.071 -4.535 1.279 -0.062
C -3.183 -2.966 -3.841 -0.718
C -2.514 3.901 -3.358 -0.083
C -1.223 2.886 -1.581 -0.394
C 1.047 -0.832 3.455 -0.152
C -1.911 -1.588 -2.360 -0.544
C 4.355 -1.609 0.868 -0.092
C -4.561 0.394 2.252 -0.047
C 2.439 -2.873 1.570 -0.097
C 3.743 0.497 -3.365 -0.076
C 0.889 -1.425 4.711 -0.038
C 3.279 -3.864 2.071 -0.068
C -0.037 5.355 -0.044 -0.090
C 3.718 -0.733 -4.000 -0.083
B -2.152 -2.397 2.798 -0.479
H 3.674 6.360 -0.390 0.103
H -2.742 -5.090 1.920 0.125
H 1.250 1.721 2.713 0.090
H 4.102 -0.836 -5.008 0.104
H 4.164 1.361 -3.865 0.104
H -5.522 0.886 2.223 0.097
H -0.866 -2.664 5.351 0.125
H -1.427 -5.876 -0.358 0.097
H -0.526 2.904 1.407 0.091
H 5.309 -4.497 2.360 0.103
H -2.569 4.568 -4.212 0.103
H 6.268 -2.496 1.256 0.104
H -0.323 1.166 1.074 -0.010
H 3.238 1.616 -1.623 0.058
H 1.559 -1.373 5.555 0.097
H 1.369 -2.998 1.626 0.079
H -0.435 4.292 -3.009 0.106
H -0.373 7.376 0.582 0.105
H -1.084 5.084 0.050 0.110
H 3.118 1.677 0.340 0.052
H -4.581 3.322 -3.481 0.102
H -3.046 1.992 1.869 0.107
H 1.897 -0.275 3.103 0.084
H -0.004 -3.648 -1.074 0.111
H 2.287 -2.559 -1.540 0.100
H -2.299 1.452 -0.401 0.054
H 3.228 0.810 1.850 0.075
H -4.419 1.743 -1.570 0.112
H 2.965 4.067 -0.939 0.091
H 3.164 -2.804 -3.818 0.107
H 2.009 8.024 0.378 0.102
H 4.783 -0.741 0.380 0.110
H 1.865 3.075 1.791 0.103
H -4.972 -1.763 2.688 0.122
H -2.738 -3.087 3.588 0.123
H 2.853 -4.743 2.541 0.107
```

No. 4
Computed, not measured: C42H37IrN5O6S3 as an isolated structure, with ωB97M-V/def2-TZVPD.

## Properties
Spin multiplicity: 1
Net charge: +1
Gap between HOMO and LUMO in eV: 7.104
Total energy in eV: -99231.805
HOMO energy in Eh: -0.361
Energy above the lowest of the compared OMol25 structures with the same formula, charge and spin in eV: 0.038
Molar mass in u: 996.2
Maximum force in eV/Å: 0.5

Structure (XYZ):
```
94
Properties=species:S:1:pos:R:3:lowdin_charge:R:1
Ir 0.605 -0.807 0.438 1.189
S -2.299 3.762 -2.324 1.000
S -0.041 1.775 2.101 1.067
S 2.172 -0.241 -1.178 0.699
O 0.426 -2.757 3.001 -0.004
O -2.549 2.685 -1.313 -0.533
O -3.568 -11.177 -5.826 -0.068
O -0.785 -1.187 1.914 -0.234
O -0.083 1.200 0.664 -0.636
O 2.125 -0.366 1.740 -0.298
N 1.031 -2.777 0.215 -0.056
N -0.716 -6.614 -2.284 0.193
N -2.306 -5.393 -3.240 0.187
N -0.866 -1.310 -0.875 -0.047
N 3.356 -0.336 1.201 -0.187
C -1.766 -0.493 -1.391 -0.087
C 0.315 -4.771 -0.922 -0.056
C 0.149 3.562 1.878 -0.291
C -1.119 4.920 -1.551 -0.304
C 1.976 -3.459 0.832 -0.085
C -2.717 -2.270 -2.692 0.029
C -3.223 1.662 4.543 -0.066
C 2.158 -4.825 0.602 -0.001
C -1.996 -10.182 -4.270 -0.001
C -1.575 -9.032 -3.623 -0.011
C -2.713 -0.949 -2.312 0.000
C 4.378 -0.358 2.088 -0.006
C 4.866 -0.138 -0.589 -0.072
C -0.453 1.939 -3.287 -0.077
C 5.917 -0.142 0.289 -0.047
C -1.604 -4.537 -2.426 -0.118
C -0.176 4.224 -0.576 -0.227
C -4.073 1.634 2.289 -0.047
C -0.755 4.205 0.834 -0.225
C -0.292 3.189 -5.770 -0.069
C -3.725 -8.904 -5.364 0.010
C 0.392 1.437 -4.265 -0.064
C -0.546 -2.035 2.864 -0.485
C -3.297 -7.769 -4.713 -0.025
C 3.543 -0.245 -0.130 -0.615
C -4.292 1.628 3.660 -0.064
C -0.628 -5.323 -1.849 -0.163
C -1.141 3.696 -4.797 -0.088
C -1.926 1.705 4.053 -0.079
C -0.839 -2.610 -1.243 -0.120
C -1.203 3.074 -3.558 -0.386
C 0.473 2.062 -5.503 -0.069
C 5.669 -0.261 1.663 -0.038
C -3.076 -10.122 -5.146 -0.277
C -1.733 -6.633 -3.118 -0.247
C 1.334 -5.487 -0.275 0.040
C -2.213 -7.815 -3.831 -0.161
C -1.724 1.726 2.681 -0.392
C -2.782 1.680 1.786 -0.069
C -1.759 -3.144 -2.153 -0.055
C 0.195 -3.411 -0.643 -0.119
C -2.947 -12.440 -5.639 -0.068
H 1.130 1.666 -6.265 0.109
H -5.304 1.589 4.042 0.110
H -1.900 -12.413 -5.948 0.097
H -3.428 -0.239 -2.703 0.123
H -3.396 1.641 5.610 0.111
H -3.450 -2.633 -3.401 0.121
H 0.002 3.199 -0.894 0.086
H -0.594 5.414 -2.370 0.095
H -0.532 1.457 -2.321 0.069
H 6.469 -0.280 2.388 0.115
H 1.208 3.729 1.672 0.100
H 0.793 4.729 -0.581 0.125
H -2.599 1.678 0.723 0.075
H -3.015 -12.761 -4.597 0.098
H 6.930 -0.062 -0.079 0.117
H -4.563 -8.878 -6.047 0.124
H -1.741 5.666 -1.053 0.090
H -1.380 -2.064 3.595 0.135
H -3.492 -13.137 -6.268 0.095
H -4.912 1.603 1.606 0.114
H -1.081 1.702 4.732 0.115
H 2.944 -5.342 1.133 0.119
H -0.059 3.953 2.877 0.102
H 0.989 0.559 -4.055 0.090
H -3.826 -6.843 -4.906 0.105
H -1.479 -11.112 -4.085 0.107
H -0.954 5.233 1.155 0.126
H 4.063 -0.449 3.117 0.147
H -1.721 3.704 0.818 0.088
H -1.756 4.565 -5.001 0.113
H -0.238 3.666 -6.739 0.110
H -0.737 -9.072 -2.940 0.115
H 5.020 -0.060 -1.656 0.114
H 2.572 -2.912 1.545 0.117
H 1.444 -6.544 -0.475 0.127
H -3.097 -5.167 -3.816 0.149
H -1.739 0.540 -1.084 0.071
```

No. 5
Computed, not measured: C42H37N3O4PRhSe2 as an isolated structure, with ωB97M-V/def2-TZVPD.

## Properties
Spin multiplicity: 5
Net charge: 0
Gap between HOMO and LUMO (alpha / beta) in eV: 7.426 / 6.469
Total energy in eV: -199804.813
HOMO energy (alpha / beta) in Eh: -0.253 / -0.289
Molar mass in u: 939.6
Maximum force in eV/Å: 0.5

Structure (XYZ):
```
90
Properties=species:S:1:pos:R:3:lowdin_charge:R:1
Rh 0.296 0.043 -0.910 0.681
Se 1.972 1.682 -0.008 0.481
Se -1.305 1.880 -1.510 0.425
P -0.286 3.330 -0.178 0.528
O 6.973 -2.464 -4.947 0.030
O 1.723 -0.089 -2.530 -0.172
O 2.046 -1.680 -1.042 -0.040
O 6.158 -0.315 -5.206 0.031
N -0.988 -2.349 2.426 0.154
N -1.249 -2.683 0.164 0.162
N -0.364 -0.674 0.938 0.007
C -4.100 -4.345 2.839 -0.081
C -2.478 0.910 2.094 -0.029
C 5.362 -1.018 -4.338 -0.206
C -2.210 -3.258 -3.322 -0.059
C -2.943 4.150 0.446 -0.121
C -0.860 -1.862 1.150 -0.344
C -1.928 -3.307 2.892 -0.195
C 4.103 -2.788 -2.679 -0.014
C -2.118 5.649 2.637 -0.088
C -0.170 -4.008 4.562 -0.038
C 2.392 -1.086 -2.082 -0.638
C 1.784 6.642 -2.641 -0.088
C 2.011 6.509 -1.276 -0.084
C 7.189 -1.216 -5.617 -0.122
C -1.748 -2.109 -3.952 -0.081
C -3.879 4.818 1.229 -0.084
C 4.240 -0.583 -3.690 0.080
C -3.730 -5.174 3.886 -0.083
C 3.611 -1.502 -2.836 -0.133
C -1.380 -2.435 -1.231 -0.186
C 0.272 4.766 -2.568 -0.106
C 1.372 5.505 -0.565 -0.117
C 5.245 -3.218 -3.368 0.019
C -2.464 -5.049 4.441 -0.043
C -1.092 -1.141 -3.210 -0.137
C -2.035 -3.440 -1.961 -0.217
C -3.469 5.569 2.323 -0.090
C -1.186 4.978 1.860 -0.113
C -3.207 -3.402 2.351 -0.038
C 0.920 5.768 -3.284 -0.080
C -1.586 4.235 0.747 -0.410
C -1.068 0.960 2.616 -0.220
C 0.567 1.817 4.197 -0.080
C 0.484 4.637 -1.201 -0.437
C -0.717 1.803 3.669 -0.041
C 1.534 0.967 3.680 -0.087
C 5.850 -2.298 -4.185 -0.221
C -0.072 0.141 2.081 -0.317
C -1.542 -4.128 3.957 -0.210
C -2.540 -4.695 -1.290 -0.044
C -0.892 -1.289 -1.836 -0.238
C 1.212 0.130 2.617 -0.116
H 1.584 5.386 0.492 0.094
H -2.979 -5.364 -2.029 0.078
H 1.953 -0.528 2.176 0.114
H -1.473 2.467 4.075 0.113
H 0.007 -4.811 5.275 0.078
H 0.809 2.487 5.012 0.103
H -0.395 4.081 -3.076 0.060
H 2.539 0.964 4.085 0.106
H 3.590 -3.458 -2.002 0.116
H -1.525 -3.600 0.473 0.111
H 0.749 5.860 -4.350 0.103
H -1.791 6.225 3.494 0.102
H 8.158 -0.815 -5.327 0.133
H -0.480 -1.829 3.124 0.133
H -2.172 -5.691 5.265 0.112
H -0.137 5.021 2.132 0.096
H -5.090 -4.415 2.407 0.106
H -2.976 -0.011 2.415 0.079
H -1.737 -5.250 -0.792 0.088
H -1.887 -1.978 -5.018 0.102
H 3.842 0.414 -3.823 0.133
H -2.713 -4.030 -3.894 0.107
H 2.696 7.176 -0.770 0.102
H -0.044 -3.062 5.099 0.086
H 0.607 -4.049 3.796 0.086
H -4.931 4.750 0.981 0.103
H -0.701 -0.262 -3.705 0.081
H -3.057 1.753 2.471 0.078
H -3.311 -4.487 -0.541 0.074
H -3.271 3.562 -0.402 0.059
H -4.423 -5.908 4.275 0.104
H -3.509 -2.728 1.558 0.117
H -4.200 6.084 2.934 0.101
H -2.499 0.933 1.004 0.035
H 7.129 -1.371 -6.693 0.133
H 2.291 7.417 -3.202 0.101
H 5.636 -4.220 -3.262 0.118
```